{"formula": "C2H7ISi", "method": "ωB97M-V/def2-TZVPD", "symbols": ["C", "C", "Si", "I", "H", "H", "H", "H", "H", "H", "H"], "coordinates": [[-0.816, 0.401, -0.929], [3.022, 0.371, 0.755], [-1.879, -0.847, 0.000], [1.575, -0.180, -0.720], [-0.920, 0.873, -1.869], [-0.848, 1.215, -0.194], [3.264, 1.500, 0.853], [2.704, -0.129, 1.803], [-3.135, -0.290, -0.102], [-1.246, -0.739, 1.210], [-1.721, -2.176, -0.807]], "total_energy_ha": -667.37809, "orbital_gap_ev": [7.7, 7.1], "spin_multiplicity": 1}



{"formula": "C10H10OS2", "method": "ωB97M-V/def2-TZVPD", "symbols": ["C", "C", "C", "C", "C", "C", "C", "C", "C", "C", "O", "S", "S", "H", "H", "H", "H", "H", "H", "H", "H", "H", "H"], "coordinates": [[3.303, -0.761, 1.048], [2.623, -1.399, 0.025], [3.112, 0.606, 1.141], [1.495, -0.813, -0.580], [1.932, 1.190, 0.706], [1.141, 0.549, -0.248], [-2.625, -1.094, -0.168], [-2.657, 1.370, -0.343], [-2.321, 0.115, -1.060], [-0.154, 0.890, -0.621], [-0.856, 0.050, -1.307], [-2.570, -0.937, 1.615], [-1.039, 2.263, -0.053], [3.980, -1.272, 1.714], [2.717, -2.428, -0.169], [3.710, 1.221, 1.826], [0.943, -1.521, -1.185], [1.765, 2.252, 0.777], [-3.704, -1.545, -0.361], [-1.886, -1.862, -0.545], [-3.288, 2.153, -0.813], [-2.898, 1.172, 0.640], [-2.722, -0.198, -2.039]], "total_energy_ha": -1258.53502, "orbital_gap_ev": 4.5, "spin_multiplicity": 1}



{"formula": "C4H7N2", "method": "ωB97M-V/def2-TZVPD", "symbols": ["H", "N", "C", "C", "C", "C", "N", "H", "H", "H", "H", "H", "H"], "coordinates": [[2.813, -1.109, -0.630], [1.832, -0.922, -0.438], [1.514, -0.052, 0.414], [-0.018, 0.666, 0.826], [-0.610, 1.289, -0.447], [-1.028, -0.109, 0.088], [-1.561, -1.248, -0.245], [2.104, 0.368, 1.105], [0.042, 1.036, 1.845], [-1.341, 1.995, -0.477], [0.006, 1.292, -1.355], [-1.924, -1.325, -1.201], [-1.828, -1.880, 0.514]], "total_energy_ha": -265.74539, "charge": 1, "smiles": "[H]/N=C/[C@H]1CC1=[NH2+]", "orbital_gap_ev": 9.3, "spin_multiplicity": 1}



{"formula": "C3H4ClNO2S", "method": "ωB97M-V/def2-TZVPD", "symbols": ["C", "C", "C", "N", "O", "O", "S", "Cl", "H", "H", "H", "H"], "coordinates": [[-2.203, 1.531, -0.794], [-1.378, 0.699, 0.121], [0.609, -0.507, 0.498], [-0.283, 0.089, -0.470], [-1.636, 0.462, 1.269], [-4.529, 2.516, -1.329], [-3.675, 2.013, -0.206], [0.398, 0.606, -1.971], [-1.891, 1.648, -1.868], [0.388, -1.533, 0.791], [1.610, -0.612, 0.112], [0.552, 0.056, 1.492]], "total_energy_ha": -1180.23999, "orbital_gap_ev": [8.6, 8.6], "spin_multiplicity": 1}



{"formula": "C2H9N2O2", "method": "ωB97M-V/def2-TZVPD", "symbols": ["N", "C", "C", "N", "O", "H", "H", "H", "H", "H", "H", "H", "H", "H", "O"], "coordinates": [[-2.118, -0.022, 0.277], [-0.678, -0.286, 0.039], [0.091, 0.873, 0.780], [1.393, 0.913, 0.482], [-0.512, 1.361, 1.713], [-2.155, 0.522, 1.163], [-2.400, 0.659, -0.427], [-2.718, -0.834, 0.375], [-0.513, -0.348, -1.022], [-0.230, -1.161, 0.491], [1.658, 0.747, -0.484], [2.014, 1.346, 1.130], [2.366, -1.106, -2.224], [2.046, -1.645, -0.810], [1.757, -1.020, -1.485]], "total_energy_ha": -341.36795, "charge": 1, "orbital_gap_ev": 11.3, "spin_multiplicity": 1}



{"formula": "C19H20N4O2PdS", "method": "ωB97M-V/def2-TZVPD", "symbols": ["Pd", "O", "C", "C", "C", "C", "C", "C", "C", "N", "C", "C", "N", "C", "C", "C", "C", "C", "C", "C", "O", "H", "H", "H", "H", "H", "H", "H", "H", "H", "H", "H", "H", "H", "H", "S", "C", "N", "C", "C", "N", "H", "H", "H", "H", "H", "H"], "coordinates": [[0.188, 0.294, -0.482], [2.567, -0.195, 0.222], [2.679, -1.060, 1.137], [3.716, -2.053, 1.096], [3.866, -3.010, 2.068], [2.986, -3.069, 3.159], [1.971, -2.137, 3.233], [1.795, -1.127, 2.281], [0.696, -0.210, 2.471], [0.441, 0.855, 1.804], [-0.658, 1.666, 2.288], [-1.631, 1.992, 1.155], [-1.998, 0.750, 0.539], [-3.084, 0.604, -0.106], [-3.419, -0.593, -0.836], [-4.670, -0.668, -1.460], [-5.045, -1.728, -2.258], [-4.110, -2.756, -2.475], [-2.874, -2.724, -1.888], [-2.445, -1.667, -1.001], [-1.322, -1.713, -0.442], [4.400, -2.015, 0.255], [4.675, -3.732, 1.993], [3.093, -3.841, 3.913], [1.279, -2.170, 4.072], [0.026, -0.482, 3.305], [-1.209, 1.167, 3.104], [-0.250, 2.604, 2.687], [-2.492, 2.576, 1.531], [-1.086, 2.600, 0.423], [-3.817, 1.434, -0.168], [-5.364, 0.155, -1.300], [-6.023, -1.757, -2.727], [-4.370, -3.579, -3.137], [-2.154, -3.515, -2.068], [-0.114, 0.607, -2.920], [1.037, 1.426, -1.909], [0.823, 2.824, -1.606], [2.052, 3.544, -1.889], [3.082, 2.477, -1.546], [2.450, 1.287, -2.101], [-0.004, 3.165, -2.067], [2.147, 4.447, -1.279], [2.146, 3.818, -2.954], [3.210, 2.404, -0.457], [4.050, 2.666, -2.020], [2.764, 0.442, -1.639]], "total_energy_ha": -1631.58204, "charge": -2, "orbital_gap_ev": 5.6, "spin_multiplicity": 1}



{"formula": "C2H31N2O12", "method": "ωB97M-V/def2-TZVPD", "symbols": ["C", "N", "C", "N", "H", "H", "H", "H", "H", "H", "H", "H", "H", "O", "H", "H", "O", "H", "H", "O", "H", "H", "O", "H", "H", "O", "H", "H", "O", "H", "H", "O", "H", "H", "O", "H", "H", "O", "H", "H", "O", "H", "H", "O", "H", "H", "O"], "coordinates": [[-1.290, 0.397, -3.543], [-0.690, 0.383, -2.183], [-1.338, 0.967, -1.171], [-0.859, 1.050, 0.048], [-1.673, 1.443, -3.744], [-1.947, -0.478, -3.490], [-0.574, 0.300, -4.364], [0.385, 0.376, -2.171], [-2.432, 1.256, -1.248], [0.037, 0.582, 0.268], [-1.400, 1.326, 0.871], [1.475, -1.226, 3.185], [2.600, -2.070, 2.656], [2.213, -1.197, 2.543], [-4.351, 0.163, -0.101], [-3.119, -0.096, 0.897], [-3.433, 0.375, 0.084], [2.038, 4.048, -0.091], [0.981, 2.959, -0.159], [1.903, 3.096, -0.424], [-0.351, -3.971, -0.043], [-0.530, -2.639, -0.787], [-0.118, -3.045, -0.001], [-3.676, -3.217, 1.426], [-2.946, -1.866, 1.396], [-3.611, -2.350, 1.880], [-3.226, 0.862, 3.139], [-2.040, 1.826, 3.215], [-2.369, 1.072, 2.721], [2.961, -2.857, -1.534], [3.143, -1.314, -1.987], [2.606, -2.130, -2.034], [2.061, 0.969, -2.551], [2.920, 1.098, -1.136], [2.303, 0.557, -1.694], [1.406, -0.878, 1.259], [1.967, -0.884, -0.281], [1.204, -0.686, 0.275], [3.923, 0.032, 0.136], [5.017, -0.833, -0.267], [4.140, -0.921, 0.116], [-0.478, 4.414, 1.707], [-0.277, 5.139, 0.397], [-0.069, 4.293, 0.838], [-0.396, -1.841, 1.365], [-1.296, -2.655, 2.332], [-0.792, -1.829, 2.252]], "total_energy_ha": -1106.93341, "charge": 1, "orbital_gap_ev": 10.6, "spin_multiplicity": 1}



{"formula": "C5H10O", "method": "ωB97M-V/def2-TZVPD", "symbols": ["O", "C", "C", "C", "C", "C", "H", "H", "H", "H", "H", "H", "H", "H", "H", "H"], "coordinates": [[1.422, 0.890, 0.895], [0.832, 0.914, -0.262], [-0.622, 0.776, -0.241], [-1.126, -0.464, 0.473], [0.025, -1.435, 0.129], [0.764, -0.622, -0.943], [0.165, 1.787, 1.473], [1.197, 1.609, -1.043], [-0.595, 1.985, 1.221], [-1.208, 1.169, -1.075], [-2.085, -0.787, 0.057], [-1.249, -0.298, 1.545], [0.680, -1.577, 0.988], [-0.315, -2.413, -0.226], [1.826, -0.845, -1.062], [0.288, -0.690, -1.928]], "total_energy_ha": -271.57144, "orbital_gap_ev": [8.5, 8.5], "spin_multiplicity": 1}



{"formula": "C3H7FS", "method": "ωB97M-V/def2-TZVPD", "symbols": ["C", "C", "S", "C", "F", "H", "H", "H", "H", "H", "H", "H"], "coordinates": [[0.150, 1.346, -0.170], [0.189, -0.164, -0.345], [1.681, -1.162, -0.216], [-0.882, -0.913, 0.422], [-1.807, -1.246, -0.492], [0.001, 1.664, 0.901], [-0.811, 1.632, -0.640], [0.956, 1.764, -0.682], [0.017, -0.443, -1.349], [2.431, -0.307, 0.638], [-0.455, -1.823, 0.802], [-1.471, -0.349, 1.131]], "total_energy_ha": -616.51521, "smiles": "C[C@@H](S)CF", "orbital_gap_ev": 10.0, "spin_multiplicity": 1}



{"formula": "C3H8N2O", "method": "ωB97M-V/def2-TZVPD", "symbols": ["C", "C", "N", "C", "N", "O", "H", "H", "H", "H", "H", "H", "H", "H"], "coordinates": [[-0.341, -1.540, -0.242], [-0.464, -0.039, -0.140], [-1.714, 0.430, 0.305], [0.657, 0.752, -0.102], [1.953, 0.365, -0.065], [0.476, 2.064, -0.391], [-1.249, -1.966, -0.679], [0.502, -1.840, -0.872], [-0.208, -1.994, 0.748], [-1.693, 1.359, 0.717], [-2.168, -0.212, 0.954], [2.577, 1.142, 0.130], [2.122, -0.494, 0.443], [-0.451, 1.974, -0.806]], "total_energy_ha": -303.81505, "smiles": "C/C(N)=C(\\N)O", "orbital_gap_ev": 7.4, "spin_multiplicity": 1}



{"formula": "H8S4", "method": "ωB97M-V/def2-TZVPD", "symbols": ["S", "H", "H", "S", "H", "H", "S", "H", "H", "S", "H", "H"], "coordinates": [[2.483, 2.308, 1.832], [2.652, 1.989, 0.535], [1.403, 3.015, 1.464], [-0.646, -1.211, 2.840], [0.310, -0.273, 2.976], [-1.415, -0.768, 3.793], [1.782, -0.178, -4.043], [1.480, -0.718, -5.257], [2.905, -0.864, -3.981], [-3.704, -1.377, 0.468], [-4.630, -0.886, -0.369], [-2.620, -1.037, -0.259]], "total_energy_ha": -1597.49553, "smiles": "S.S.S.S", "orbital_gap_ev": 9.9, "spin_multiplicity": 1}



{"formula": "C3H5N4O2", "method": "ωB97M-V/def2-TZVPD", "symbols": ["O", "N", "O", "C", "C", "N", "N", "C", "N", "H", "H", "H", "H", "H"], "coordinates": [[-2.271, 1.116, 1.567], [-2.315, 1.020, 0.386], [-2.471, -0.277, -0.031], [-1.323, -1.100, 0.277], [0.084, -0.423, -0.037], [1.247, -0.973, 0.571], [2.248, -0.154, 0.110], [1.820, 0.867, -0.772], [0.402, 0.709, -0.874], [-1.334, -1.337, 1.397], [-1.376, -2.106, -0.266], [3.234, -0.274, 0.372], [2.371, 1.696, -1.312], [-0.317, 1.234, -1.388]], "total_energy_ha": -486.39970, "charge": 1, "smiles": "O=NOCc1n[nH]c[nH+]1", "orbital_gap_ev": 9.9, "spin_multiplicity": 1}



In order of appearance, ΔE to the lowest compared entry with this formula, charge and spin = 153.4 18.7 102.3 30.8 20.2 7.8 74.7 113.7 17.3 48.4 0.8 98.7 kcal per mole.